# 1
A 4-piece molecular cluster, C6H20O7 overall at a distorted geometry, computed with wB97M-V/def2-TZVPD.

XYZ file:
```
33
Properties=species:S:1:pos:R:3:forces:R:3
O 3.794 -10.047 -1.010 -0.153 -0.343 -0.132
H 4.432 -10.489 -0.447 0.214 0.086 0.198
H 3.353 -10.824 -1.404 -0.166 0.770 -0.156
C 7.070 -13.020 -0.758 0.298 -0.972 -1.297
C 6.085 -13.376 0.322 2.299 0.997 1.512
O 5.063 -12.428 0.456 -0.548 0.081 -0.166
O 8.018 -12.051 -0.452 0.224 0.862 0.766
H 6.532 -12.699 -1.657 -0.263 -0.184 -0.125
H 7.701 -13.874 -1.021 -0.505 -0.385 -0.069
H 6.690 -13.446 1.286 -0.772 -0.069 -0.865
H 5.644 -14.300 0.150 -0.815 -1.772 -0.441
H 5.512 -11.666 0.813 0.015 0.920 0.500
H 7.607 -11.463 0.184 0.236 0.554 0.314
C 2.873 -13.867 -2.480 -1.212 -0.568 0.078
C 4.074 -14.547 -3.183 -0.287 1.895 -0.602
O 3.668 -15.005 -4.465 0.083 -0.295 0.063
O 3.076 -12.571 -1.930 -0.314 -0.053 -1.071
H 2.567 -14.540 -1.659 -0.252 0.222 -0.277
H 1.996 -13.738 -3.200 1.363 -0.412 0.853
H 4.498 -15.360 -2.642 -0.096 -0.919 0.606
H 4.885 -13.801 -3.198 -0.164 -0.007 -0.471
H 4.132 -14.565 -5.177 0.161 0.199 0.076
H 3.770 -12.575 -1.288 0.840 -0.447 0.920
C 6.806 -8.891 0.765 -1.736 0.142 -0.017
C 5.596 -7.998 1.343 1.780 -0.416 -1.276
O 5.658 -8.059 2.770 0.953 1.193 -0.360
O 6.748 -10.115 1.515 0.064 -0.228 -0.871
H 7.789 -8.423 0.946 -0.404 0.074 -0.143
H 6.669 -9.117 -0.331 0.164 0.324 1.104
H 4.612 -8.322 1.029 -0.015 -0.563 -0.007
H 5.725 -7.013 0.882 -0.028 0.279 0.607
H 6.430 -7.490 3.013 -0.973 -0.759 0.047
H 6.246 -9.847 2.290 0.010 -0.206 0.704
```
Forces are in eV/Å.

- HOMO: -0.372 hartree
- Energy above the lowest of the compared OMol25 structures with the same formula, charge and spin: 62.7 kcal per mole
- Largest force on an atom: 2.93 eV/A
- Lowest unoccupied orbital energy: 0.5 eV
- Total energy: -767.20721 a.u.
- Structure (SMILES): OCCO.OCCO.OCCO.O
- Net charge: 0

# 2
A 15-piece molecular cluster, C36H84Cl4N6O20 overall at a distorted geometry, computed with wB97M-V/def2-TZVPD.

XYZ file:
```
150
Properties=species:S:1:pos:R:3:forces:R:3
N -1.377 3.544 2.042 -0.902 0.585 1.483
H -0.612 3.617 2.697 0.933 -0.047 0.021
H -2.182 3.248 2.576 -0.436 0.212 0.189
H -1.328 2.843 1.316 0.589 -1.468 -1.512
H -1.552 4.463 1.661 -0.305 0.580 0.093
N 0.984 -0.133 0.604 -0.213 -0.131 0.540
H 0.053 0.019 0.242 -0.740 0.063 -0.479
H 0.852 -0.697 1.431 0.158 -0.313 0.626
H 1.393 0.756 0.854 0.271 0.345 0.026
H 1.533 -0.688 -0.038 0.586 -0.167 -0.852
C -7.991 -1.524 -1.868 -0.696 -0.594 0.548
C -6.655 -0.897 -2.166 -1.057 0.931 -0.294
N -5.983 -0.510 -0.907 3.794 -1.878 3.307
C -6.235 0.594 -0.104 0.905 -0.674 0.023
C -5.339 0.564 0.963 -0.696 0.763 -0.212
N -4.506 -0.528 0.902 -4.580 -0.327 -5.044
C -4.964 -1.211 -0.235 -0.132 1.453 -0.254
C -3.411 -0.847 1.717 0.985 -0.684 1.656
H -7.789 -2.537 -1.519 -0.235 -0.143 0.030
H -8.648 -1.598 -2.735 0.318 0.059 -0.178
H -8.585 -1.047 -1.088 0.203 0.304 0.015
H -6.740 0.043 -2.711 0.008 -0.031 -0.121
H -6.176 -1.609 -2.837 1.103 0.321 0.630
H -7.011 1.255 -0.463 0.202 0.359 0.584
H -5.203 1.223 1.807 -0.315 0.232 -0.293
H -4.490 -2.113 -0.592 -0.012 -0.015 -0.052
H -3.312 -0.104 2.509 0.257 0.488 -0.499
H -2.514 -0.953 1.109 0.055 0.019 0.355
H -3.636 -1.725 2.323 0.185 -0.488 -0.479
C -0.275 0.800 -7.453 -0.382 0.700 1.088
C -1.124 0.990 -6.159 -0.622 -1.380 -1.296
N -0.550 1.761 -5.094 1.478 0.890 3.209
C -0.852 3.100 -4.769 0.907 -0.814 -1.163
C -0.052 3.462 -3.763 1.046 -0.507 1.955
N 0.643 2.331 -3.265 -1.460 -0.872 -3.213
C 0.320 1.296 -4.117 -1.066 2.362 -0.597
C 1.504 2.196 -2.104 -0.141 -0.200 0.624
H -0.120 1.807 -7.842 0.046 -0.154 -0.442
H -0.893 0.202 -8.123 0.198 0.147 -0.129
H 0.705 0.339 -7.332 -0.145 -0.143 0.256
H -1.460 0.042 -5.739 0.220 -0.119 0.048
H -2.057 1.456 -6.475 0.072 0.282 0.285
H -1.465 3.770 -5.354 -0.146 -0.468 -0.132
H 0.140 4.436 -3.338 -0.274 -0.191 0.053
H 0.690 0.284 -4.051 -0.100 0.049 0.074
H 1.700 3.162 -1.639 0.003 0.004 -0.359
H 2.425 1.670 -2.357 -0.024 0.145 -0.125
H 0.972 1.613 -1.351 -0.005 0.005 -0.036
C -2.655 -0.021 -2.729 3.034 -0.977 2.632
C -3.507 0.946 -3.190 -3.652 -0.268 -4.485
C -3.711 2.233 -2.426 -4.585 2.991 -2.998
O -4.575 3.142 -2.726 1.427 -2.558 -0.634
C -3.060 2.448 -1.295 5.558 -2.283 5.368
C -2.062 1.511 -0.754 -2.318 -0.454 -2.371
C -1.850 0.099 -1.528 -2.602 1.261 -2.317
O -1.141 -0.828 -1.049 0.217 1.134 0.649
O -1.466 1.617 0.330 0.881 0.066 0.831
O -4.212 0.661 -4.265 2.102 1.618 3.411
H -2.627 -0.888 -3.373 0.256 -0.432 0.267
H -3.279 3.249 -0.605 -0.270 0.373 -0.309
C -0.356 -0.977 3.942 0.326 -0.828 -0.477
C -0.168 -2.303 3.198 -1.193 0.444 -0.934
O 0.999 -2.422 2.409 0.322 1.118 1.026
O -0.201 0.143 3.067 0.129 -0.743 0.209
H 0.310 -0.986 4.805 0.178 0.551 0.039
H -1.390 -1.011 4.286 -0.105 -0.039 0.360
H -0.989 -2.372 2.484 -0.495 -0.065 -0.020
H -0.334 -3.122 3.898 0.368 -0.100 0.237
H 0.975 -3.294 2.009 0.236 -0.650 -0.171
H -0.126 0.928 3.615 0.176 0.316 0.177
C 3.416 -6.082 1.765 -0.211 -1.030 0.238
C 1.949 -6.108 2.344 1.727 0.370 -1.601
O 1.231 -5.043 1.700 -0.519 -0.637 0.043
O 3.543 -6.603 0.408 -1.282 0.407 0.615
H 3.990 -6.765 2.391 0.307 0.364 0.328
H 3.805 -5.064 1.748 -0.042 0.049 0.541
H 1.921 -5.952 3.422 0.243 -0.009 -0.152
H 1.510 -7.073 2.093 -0.152 -0.020 0.156
H 0.985 -5.447 0.864 -0.264 0.383 -0.358
H 4.466 -6.546 0.150 0.076 -0.019 0.151
C 4.160 -2.845 -0.051 -0.623 -0.008 0.535
C 2.798 -2.998 -0.713 0.518 0.618 -0.282
O 2.396 -1.705 -1.179 -0.462 -0.339 0.471
O 4.047 -2.110 1.182 0.323 -1.108 -0.476
H 4.843 -2.375 -0.758 0.065 0.308 -0.054
H 4.583 -3.834 0.126 -0.009 0.029 0.483
H 2.029 -3.366 -0.035 0.237 -0.069 0.005
H 2.888 -3.635 -1.594 -0.109 -0.440 0.152
H 2.796 -1.609 -2.046 0.146 0.629 -0.283
H 3.863 -1.192 0.972 0.081 0.217 -0.374
C -1.983 -4.038 -1.516 -0.584 -1.634 -0.858
C -0.532 -3.961 -1.892 0.344 0.397 -0.808
O -0.256 -2.751 -2.642 0.423 -1.657 0.008
O -2.240 -3.175 -0.461 -0.938 -0.005 0.877
H -2.310 -5.047 -1.266 0.581 -0.273 0.801
H -2.677 -3.918 -2.348 0.241 0.894 -0.573
H -0.125 -4.798 -2.459 -0.511 0.001 -0.444
H 0.009 -4.050 -0.950 0.307 0.600 0.286
H -0.468 -2.001 -2.082 -0.114 0.455 0.376
H -1.977 -2.305 -0.769 0.281 0.726 0.053
C -1.164 6.637 0.345 -0.809 -0.395 -1.250
C -0.691 5.426 -0.459 0.153 0.543 0.646
O 0.483 4.819 0.103 -0.076 -0.282 0.286
O -1.977 6.207 1.465 1.152 0.620 -0.658
H -1.826 7.171 -0.337 -0.079 0.171 -0.093
H -0.346 7.327 0.550 0.104 -0.119 0.693
H -0.420 5.704 -1.478 -0.506 0.192 -0.073
H -1.520 4.720 -0.445 0.311 -0.323 -0.380
H 1.161 5.497 0.074 0.202 0.124 0.024
H -2.456 7.002 1.714 -0.306 -0.115 0.437
C -0.290 3.546 5.514 0.805 -0.389 -1.080
C 0.955 4.126 4.857 0.399 0.014 1.428
O 0.738 4.585 3.543 -0.733 0.149 -0.448
O -0.489 2.257 4.858 -0.639 0.870 0.312
H -1.142 4.214 5.382 -0.142 -0.039 -0.269
H -0.156 3.425 6.588 0.273 -0.166 -0.101
H 1.748 3.378 4.825 -0.082 -0.173 0.298
H 1.288 4.929 5.515 0.173 0.233 -0.093
H 1.523 5.039 3.228 0.041 0.068 0.096
H -1.433 2.086 4.894 -0.151 -0.367 0.182
C 3.489 -1.328 -4.522 -0.435 -0.888 -1.170
C 3.544 -2.841 -4.485 -0.201 -0.860 0.929
O 4.830 -3.254 -4.082 0.899 0.452 -0.106
O 3.757 -0.685 -3.302 -0.077 0.293 0.179
H 2.469 -1.075 -4.812 -0.092 0.148 0.087
H 4.122 -1.017 -5.353 0.329 0.391 0.209
H 3.250 -3.279 -5.439 0.095 0.284 -0.358
H 2.866 -3.282 -3.754 -0.665 0.432 0.088
H 4.837 -4.182 -3.837 -0.099 -0.034 -0.109
H 4.695 -0.729 -3.101 0.232 -0.215 -0.085
C 3.924 1.314 1.819 -0.362 1.263 -0.248
C 3.146 2.710 1.728 0.236 -1.444 1.343
O 1.819 2.506 1.258 0.477 -0.191 -0.578
O 3.868 0.669 0.566 -0.284 -0.075 -0.544
H 3.525 0.566 2.504 -0.482 0.435 0.286
H 4.971 1.431 2.101 -0.038 0.506 0.210
H 3.701 3.426 1.121 0.154 -0.154 -0.348
H 2.970 3.175 2.698 0.920 -0.154 0.421
H 1.494 3.393 1.090 -0.767 0.018 -0.312
H 4.320 1.206 -0.089 0.158 -0.046 -0.130
C 3.407 1.350 5.654 -0.217 -0.310 0.675
Cl 4.566 2.565 5.110 -0.167 0.363 0.321
Cl 2.372 1.766 7.125 0.916 -0.078 -1.265
H 2.759 1.147 4.802 -0.125 -0.123 0.402
H 4.012 0.491 5.946 -0.383 0.102 -0.067
C 2.965 -3.704 4.866 -1.521 -1.412 -0.066
Cl 3.491 -2.199 5.509 0.470 0.997 -0.144
Cl 3.953 -5.056 5.368 0.627 -0.466 0.198
H 1.991 -3.889 5.319 0.012 0.058 -0.112
H 2.838 -3.808 3.789 0.395 0.927 0.037
```
Forces are in eV/Å.

- HOMO: -0.409 hartree
- Largest force on an atom: 8.06 eV/A
- Lowest unoccupied orbital energy: -4.2 eV
- Total energy: -5095.54251 a.u.
- Net charge: +2

# 3
A 2-piece molecular cluster, C21H32O6 overall at a distorted geometry, computed with wB97M-V/def2-TZVPD.

XYZ file:
```
59
Properties=species:S:1:pos:R:3:forces:R:3
C -1.838 -1.562 1.535 -2.288 0.828 -1.107
C -2.952 -0.917 0.904 2.681 -0.448 0.885
C -2.736 0.563 0.287 -0.153 -1.519 0.029
C -2.946 0.594 -1.296 -0.697 -0.637 0.387
O -2.405 1.763 -1.966 1.880 -0.785 0.027
C -1.056 1.509 -2.417 -0.237 -0.577 -2.018
O -0.879 1.258 -3.619 -0.254 0.855 3.874
C 0.067 1.546 -1.296 0.138 -0.393 -1.032
C 1.565 1.626 -1.846 -0.163 0.188 0.600
C 2.512 1.926 -0.556 0.580 -0.172 -1.539
C 3.098 0.596 0.120 -0.698 0.021 -0.150
C 2.377 0.152 1.476 0.443 -0.354 0.300
C 2.235 1.307 2.579 -0.154 -0.767 0.848
C 0.747 1.408 3.209 -0.390 0.367 -0.237
C -0.131 2.590 2.588 0.253 0.387 0.180
C 0.527 4.049 2.715 -1.297 0.341 -1.130
C -0.476 5.079 1.959 0.034 -0.303 0.297
H -0.828 -1.603 1.013 -1.025 1.120 1.365
H -1.968 -2.086 2.538 0.035 -0.294 -2.027
H -3.952 -1.450 0.879 0.920 1.377 0.871
H -1.707 0.887 0.644 -1.276 -0.390 -0.735
H -3.488 1.220 0.862 1.042 -0.878 -1.096
H -2.499 -0.344 -1.808 -0.876 1.367 1.050
H -4.083 0.627 -1.472 1.787 -0.151 0.015
H -0.119 2.455 -0.641 0.002 -1.326 -0.642
H -0.022 0.553 -0.718 -0.090 1.645 -0.548
H 1.666 2.466 -2.613 -0.237 -1.092 1.084
H 1.879 0.653 -2.369 -0.525 1.417 0.802
H 3.418 2.497 -0.982 -1.403 -0.639 0.828
H 1.939 2.612 0.146 0.858 -0.896 -0.711
H 4.220 0.752 0.276 -1.564 -0.375 -0.033
H 2.943 -0.249 -0.646 0.509 1.155 1.162
H 1.354 -0.337 1.279 1.389 0.918 0.094
H 3.012 -0.685 1.950 -0.967 1.145 -0.807
H 2.912 1.029 3.467 -0.828 0.473 -1.407
H 2.620 2.301 2.186 -0.671 -1.210 0.496
H 0.813 1.548 4.338 -0.030 -0.091 -1.425
H 0.152 0.436 3.039 1.084 1.254 0.222
H -1.169 2.672 3.081 1.534 -0.400 -0.608
H -0.331 2.358 1.483 0.368 0.431 1.458
H 1.518 4.118 2.162 -1.085 -0.179 0.991
H 0.623 4.385 3.801 0.078 -0.631 -1.407
H -0.124 6.164 2.073 -0.517 -1.570 -0.269
H -1.530 4.987 2.400 1.484 0.212 -0.539
H -0.572 4.808 0.846 0.290 0.473 1.602
C -1.695 -4.467 -1.941 -0.013 -0.329 0.153
C -0.997 -3.524 -2.578 -1.001 0.815 -0.018
C 0.430 -3.734 -2.955 0.730 -0.244 -0.126
O 1.030 -2.858 -3.552 -0.380 0.065 0.155
C 1.061 -5.004 -2.579 0.002 0.342 -0.153
C 0.364 -5.945 -1.939 1.018 -0.829 0.066
C -1.071 -5.745 -1.587 -0.745 0.238 0.141
O -1.680 -6.635 -1.019 0.409 -0.031 -0.097
O 0.934 -7.126 -1.582 -0.980 0.806 -0.065
O -1.560 -2.333 -2.911 1.038 -0.783 0.045
H -2.731 -4.328 -1.664 0.035 0.000 -0.011
H 2.102 -5.137 -2.843 -0.034 -0.004 0.000
H 0.227 -7.631 -1.137 0.107 0.001 -0.045
H -0.854 -1.828 -3.362 -0.150 0.052 -0.044
```
Forces are in eV/Å.

- HOMO: -0.325 hartree
- Largest force on an atom: 3.98 eV/A
- Lowest unoccupied orbital energy: -1.6 eV
- Total energy: -1270.63540 a.u.
- Structure (SMILES): C=CCCOC(=O)CCCCCCCCCC.O=C1C=C(O)C(=O)C=C1O
- Net charge: 0

# 4
A 2-piece molecular cluster, C6H12O overall at a distorted geometry, computed with wB97M-V/def2-TZVPD.

XYZ file:
```
19
Properties=species:S:1:pos:R:3:forces:R:3
C 2.828 1.314 -0.375 0.343 -1.142 0.993
C 2.055 0.017 -0.622 0.692 -1.254 2.424
C 0.562 0.002 -0.304 -0.534 2.432 0.152
C -0.157 1.000 0.261 3.237 -0.830 0.617
C -1.489 1.451 0.117 0.231 -0.709 1.452
C -1.865 2.644 0.527 -2.763 -0.131 -1.099
H 2.496 2.151 -0.922 -0.629 0.995 -0.689
H 3.909 1.205 -0.535 -0.295 -0.238 -0.240
H 2.736 1.503 0.685 -0.043 0.508 0.320
H 2.647 -0.754 0.038 -1.202 0.826 -1.559
H 2.052 -0.257 -1.654 0.549 -0.488 -0.687
H -0.057 -0.622 -0.869 -0.455 -1.360 -1.339
H 0.328 1.515 1.064 0.922 1.091 -0.099
H -2.180 0.668 0.057 -1.554 -0.831 -0.954
H -1.230 3.468 0.736 0.494 0.491 0.292
H -2.971 2.762 0.447 1.007 0.641 0.416
H -2.809 -6.665 0.061 -0.660 -1.080 -1.999
H -3.816 -5.400 0.630 0.906 -1.581 -1.061
O -3.038 -6.002 0.657 -0.246 2.660 3.060
```
Forces are in eV/Å.

- HOMO: -0.312 hartree
- Energy above the lowest of the compared OMol25 structures with the same formula, charge and spin: 72.0 kcal per mole
- Largest force on an atom: 4.06 eV/A
- Lowest unoccupied orbital energy: 0.9 eV
- Total energy: -310.94447 a.u.
- Structure (SMILES): C=C/C=C/CC.O
- Net charge: 0

# 5
An isolated ion of composition C2H10N4S and charge +2 at a distorted geometry, computed with wB97M-V/def2-TZVPD.

XYZ file:
```
17
Properties=species:S:1:pos:R:3:forces:R:3
C 0.196 -0.151 0.561 -2.605 0.564 1.343
C 1.087 0.501 -1.594 -0.510 -1.555 -0.861
N -0.708 1.143 0.544 3.173 0.832 -0.545
N 0.712 -0.514 -0.571 0.487 0.175 0.493
N -2.064 1.063 1.010 0.361 -3.702 0.912
N 1.159 -1.758 -0.842 1.298 3.209 -1.095
S 0.069 -1.221 1.978 -0.322 0.597 -0.482
H 2.219 0.687 -1.514 -1.914 -0.079 -0.324
H 0.708 -0.075 -2.497 1.080 1.416 0.313
H 0.378 1.298 -1.384 0.749 0.485 -0.434
H -0.234 2.036 0.940 -0.983 -2.166 -0.620
H -2.485 1.958 1.165 -0.193 1.324 -0.449
H -1.980 0.675 2.008 -1.123 -0.064 -1.448
H -2.715 0.475 0.315 1.624 1.337 1.951
H 0.813 -2.490 -0.333 -1.070 -2.247 1.377
H 1.549 -1.826 -1.773 -0.024 -0.446 0.214
H 1.295 -1.801 1.988 -0.028 0.319 -0.345
```
Forces are in eV/Å.

- HOMO: -0.661 hartree
- Energy above the lowest of the compared OMol25 structures with the same formula, charge and spin: 58.5 kcal per mole
- Largest force on an atom: 3.83 eV/A
- Lowest unoccupied orbital energy: -8.9 eV
- Total energy: -698.62115 a.u.
- Net charge: +2